Record 1
The following is a DFT calculation (ωB97M-V/def2-TZVPD) of a molecular structure, C2H4CaF3NO5S2 in a non-equilibrium geometry.

Last column: Mulliken charge in e.
Cartesian coordinates (Å):
1 C 1.753 0.940 1.635  -0.11
2 O 1.305 0.665 -0.201  -0.61
3 S -1.510 -0.507 -1.421  1.08
4 C -2.745 0.063 -0.145  0.65
5 N -0.744 0.823 -1.806  -0.38
6 H 2.845 0.933 1.745  0.28
7 F -2.124 0.429 0.959  -0.22
8 F -3.571 -0.934 0.120  -0.20
9 O -2.322 -1.054 -2.499  -0.60
10 Ca 1.434 -1.521 -0.415  1.72
11 F -3.426 1.084 -0.632  -0.22
12 H 2.912 -1.510 1.874  0.20
13 H 0.661 1.023 1.744  0.19
14 H 1.796 1.886 2.194  0.25
15 S 0.894 0.894 -1.748  0.47
16 O 1.466 -0.454 -2.236  -0.75
17 O -0.693 -1.517 -0.674  -0.81
18 O 2.069 -1.242 1.507  -0.93

Forces on atoms 1 to 2 (eV/Å):
-0.76 3.59 0.43
0.25 1.53 0.57

charge	0
E	-62123.7023	eV
strongest force on any atom	3.7	eV/A
LUMO energy (spin up / spin down)	-0.050 / -0.050	Eh
gap between HOMO and LUMO (spin up / spin down)	7.9 / 7.9	eV


Record 2
The following is a DFT calculation (ωB97M-V/def2-TZVPD) of 4 unconnected molecules or ions with the total composition C18H44ClN5O10P2S in a non-equilibrium geometry.

Last column: Mulliken charge in e.
Cartesian coordinates (Å):
1 O 3.535 -3.928 -0.263  -0.31
2 H 5.090 -5.297 -0.579  0.34
3 P 0.196 -1.154 2.178  0.89
4 O -3.556 -0.956 5.149  -0.54
5 O 0.484 0.128 1.304  -0.61
6 H 1.159 0.376 -5.460  0.40
7 C 0.536 -0.522 -5.378  -0.74
8 O -0.519 -2.345 1.091  -0.32
9 C -2.355 5.342 -3.697  -1.44
10 H 4.525 -5.105 1.116  0.26
11 C 2.117 -1.400 -3.552  -1.22
12 H -1.336 0.404 5.570  0.41
13 H -3.351 8.260 -2.832  0.29
14 H -2.092 4.423 -4.233  0.30
15 H 1.722 -7.664 0.571  0.38
16 H 0.579 2.842 5.285  0.32
17 Cl -2.013 2.375 0.971  -0.20
18 H 2.488 -1.078 2.432  0.37
19 H 2.118 2.203 5.651  0.34
20 C -0.800 -0.865 3.774  0.19
21 C -0.831 0.599 4.505  -0.61
22 H 2.040 -4.015 -1.622  0.08
23 H -2.857 4.167 -2.000  0.28
24 C 1.339 -1.722 -4.825  0.37
25 H -3.356 5.642 -4.025  0.36
26 C -3.026 6.213 -1.374  -0.70
27 N -0.924 4.929 -1.765  -0.64
28 H -1.408 1.073 -3.280  0.22
29 H 1.476 -1.348 -2.667  0.16
30 C 2.454 -6.911 0.259  -1.54
31 H -0.913 4.673 -0.777  0.20
32 H -2.178 9.311 -2.014  0.26
33 H -4.489 -0.878 4.760  0.35
34 H 5.481 -3.838 0.352  0.26
35 H -0.313 -2.554 -3.999  0.29
36 O 0.033 3.338 2.613  -0.49
37 H 1.505 0.899 3.982  0.29
38 H -1.646 6.109 -4.020  0.28
39 C -2.362 8.291 -2.363  -0.64
40 S -2.598 -3.478 3.791  -0.29
41 H -0.484 5.854 -1.780  0.33
42 O 1.793 -1.808 2.598  -0.55
43 H 0.219 -0.771 -6.397  0.35
44 H 2.864 -2.177 -3.356  0.25
45 C -2.321 5.104 -2.190  0.59
46 N 1.086 -4.974 0.831  -0.61
47 H 3.091 -7.365 -0.507  0.35
48 H 2.647 -0.447 -3.646  0.40
49 H 1.820 -4.501 1.367  0.30
50 H 0.330 1.257 -3.585  0.27
51 O -2.269 7.421 -1.246  -0.40
52 H -0.297 -0.130 -2.631  0.13
53 C -1.097 2.599 2.607  0.54
54 H 0.027 -3.154 -5.451  0.27
55 N 1.077 2.025 5.752  -0.73
56 C 0.753 0.825 4.883  0.08
57 H -0.513 -2.279 5.438  0.35
58 H 3.247 -5.270 -1.837  0.50
59 O -0.669 -0.239 -4.660  -0.41
60 H -3.163 5.842 -0.352  0.26
61 N 0.050 -1.650 4.798  -0.31
62 H -1.487 -2.493 1.301  0.28
63 H -3.237 -0.135 2.002  0.39
64 H 0.966 -6.025 -0.973  0.48
65 H -4.029 6.423 -1.763  0.44
66 C -1.727 1.829 3.909  -0.71
67 H -2.863 1.543 3.696  0.40
68 C 1.026 -0.697 5.522  0.26
69 C 4.712 -4.594 0.170  -0.77
70 O -3.512 -1.062 2.320  -0.55
71 H 3.074 -6.692 1.133  0.27
72 O 1.892 -1.042 6.515  -0.59
73 C -0.481 0.529 -3.481  -0.44
74 C 2.672 -4.727 -1.078  -0.45
75 H -1.787 2.647 4.776  0.38
76 P -2.601 -1.494 3.769  0.65
77 C 1.743 -5.673 -0.283  0.26
78 H 0.532 -4.205 0.452  0.18
79 H -1.585 8.049 -3.091  0.22
80 N 0.470 -2.881 -4.573  -0.66
81 H 2.074 -2.005 -5.589  0.38

Forces on atoms 1 to 2 (eV/Å):
0.02 -0.44 -0.43
-0.09 -0.04 0.03

charge	0
E	-89236.3530	eV
strongest force on any atom	9.7	eV/A
LUMO energy	-0.035	Eh
gap between HOMO and LUMO	7.8	eV
structure (SMILES)	N[C@H]1C(=O)N[C@@](P(=O)(O)O)(P(O)(O)=S)[C@@H]1CC(=O)Cl.COC[C@@H](C)N.COC[C@@H](C)N.COC[C@@H](C)N


Record 3
The following is a DFT calculation (ωB97M-V/def2-TZVPD) of C5H7NO in the gas phase in a non-equilibrium geometry.

Last column: Mulliken charge in e.
Cartesian coordinates (Å):
1 H -0.222 -2.054 0.981  0.34
2 C -0.243 1.542 -1.062  -0.47
3 H 1.203 -1.178 1.575  0.34
4 H -1.680 0.473 1.025  0.22
5 H 1.343 -1.314 -1.149  0.25
6 O -0.867 2.106 -0.012  -0.20
7 H -0.168 2.143 -1.961  0.40
8 N 0.652 -0.744 -1.618  -0.54
9 H -0.331 -1.010 2.429  0.34
10 C -0.823 1.209 1.057  -0.93
11 C -0.155 0.079 0.583  0.88
12 C 0.158 0.267 -0.786  0.39
13 C 0.117 -1.117 1.434  -1.25
14 H 1.017 -0.401 -2.495  0.24

Forces on atoms 1 to 2 (eV/Å):
0.07 0.11 -0.02
0.04 -0.07 -0.12

charge	0
energy relative to the best compared isomer or geometry (same formula, charge and spin)	3.039	eV
E	-8833.1639	eV
strongest force on any atom	2.2	eV/A
LUMO energy	0.030	Eh
gap between HOMO and LUMO	9.0	eV
structure (SMILES)	Cc1cocc1N


Record 4
The following is a DFT calculation (ωB97M-V/def2-TZVPD) of 7 unconnected molecules or ions with the total composition C20H43Cl10NO in a non-equilibrium geometry.

Last column: Mulliken charge in e.
Cartesian coordinates (Å):
1 H 2.617 2.077 7.741  0.42
2 C 6.741 -1.635 10.259  0.51
3 H 6.049 -2.008 9.500  -0.74
4 C 5.416 -1.342 12.399  -0.85
5 H 0.431 -4.298 5.142  0.29
6 C 5.961 -5.733 13.147  -0.40
7 H 2.934 0.377 10.302  0.24
8 C 4.748 -7.652 9.028  0.15
9 H 4.483 -1.709 11.980  0.07
10 H 8.699 -1.426 9.233  0.67
11 O 5.777 -3.725 9.528  -0.89
12 H 9.684 -1.406 11.288  0.34
13 Cl 4.762 1.795 10.055  -0.23
14 H 6.159 -3.147 5.853  -0.15
15 H 4.385 -6.808 9.615  -0.28
16 Cl 3.070 -6.527 7.223  -0.16
17 H 0.260 -2.583 4.726  0.38
18 H 1.525 -5.552 12.543  0.31
19 C 6.145 -6.198 14.607  -1.36
20 H 3.904 -4.105 8.735  -0.47
21 H 8.020 -2.289 13.253  0.36
22 H 5.342 -3.678 10.979  0.37
23 H 5.772 -7.942 9.252  0.36
24 H 7.395 -4.994 6.654  -0.04
25 H 2.890 -4.872 10.461  -0.75
26 H 1.289 -6.565 11.115  0.35
27 H 5.480 -1.735 13.412  0.37
28 H 6.807 -0.546 10.288  0.54
29 H 5.031 -3.730 7.529  -0.22
30 Cl 3.712 -9.024 9.332  -0.20
31 H 7.812 -2.665 5.742  0.31
32 C 3.408 0.825 9.430  0.14
33 C 1.464 -2.998 6.502  0.02
34 H 2.249 -3.703 6.772  -0.21
35 Cl 6.449 -6.074 4.948  -0.18
36 H 8.110 -3.058 9.457  0.01
37 C 4.670 -7.139 7.622  0.05
38 Cl 2.064 -1.321 6.674  -0.20
39 H 7.888 -0.710 12.470  0.52
40 C 8.912 -2.172 11.219  -0.82
41 H 4.329 -2.478 8.531  -0.22
42 C 5.834 -4.184 13.110  -0.59
43 Cl 1.487 2.898 9.703  -0.19
44 C 7.902 -1.785 12.295  -0.64
45 N 6.529 -2.120 11.701  0.28
46 C 7.549 -4.789 5.594  -0.17
47 C 7.088 -3.369 5.332  0.11
48 H 1.558 -4.419 9.694  0.17
49 Cl 2.294 -3.662 4.009  -0.16
50 C 0.950 -3.341 5.093  -0.46
51 C 4.798 -3.475 8.575  0.63
52 H 6.897 -6.068 12.693  0.33
53 H 4.825 -3.871 13.387  0.42
54 C 2.342 1.694 8.721  -0.57
55 H 8.599 -4.927 5.349  0.44
56 H 6.487 -3.722 13.854  0.27
57 H 5.649 -0.297 12.215  0.47
58 H 6.327 -7.272 14.646  0.41
59 Cl 6.858 -2.942 3.599  -0.21
60 C 1.873 -4.573 10.728  0.73
61 H 6.971 -4.216 11.288  0.24
62 H 5.401 -6.353 7.445  -0.45
63 H 4.893 -7.947 6.925  0.53
64 Cl -0.639 -5.223 11.733  -0.20
65 Cl 2.001 -2.993 11.544  -0.20
66 C 8.149 -2.069 9.917  -0.38
67 H 5.165 -6.150 12.531  0.29
68 H 0.644 -3.122 7.208  0.29
69 H 1.521 0.990 8.580  0.23
70 C 1.101 -5.580 11.540  -0.41
71 H 3.785 0.019 8.803  -0.06
72 H 6.950 -5.673 15.119  0.33
73 C 6.155 -3.628 11.707  -0.61
74 H 9.368 -3.152 11.349  0.38
75 H 5.208 -6.023 15.140  0.32

Forces on atoms 1 to 2 (eV/Å):
0.27 0.32 0.27
1.01 1.48 -0.17

charge	0
E	-150196.2788	eV
strongest force on any atom	4.5	eV/A
LUMO energy	0.013	Eh
gap between HOMO and LUMO	7.7	eV


Record 5
The following is a DFT calculation (ωB97M-V/def2-TZVPD) of a molecular structure, C45H53Al2Cl3F5N4O10 in a non-equilibrium geometry.

Last column: Mulliken charge in e.
Cartesian coordinates (Å):
1 H -3.127 6.806 2.714  0.31
2 C 3.792 -3.095 -5.579  0.24
3 C -2.780 0.571 1.364  -0.34
4 H 0.724 2.288 0.097  0.32
5 C 4.015 -7.074 -2.642  -0.47
6 H 3.638 -5.126 2.497  0.43
7 Cl -8.389 2.679 7.760  -0.13
8 F -6.027 2.955 1.308  -0.36
9 C -3.524 -2.588 1.221  0.12
10 H 1.204 0.534 6.084  0.20
11 Cl -6.318 4.511 8.692  -0.14
12 C 2.411 1.505 -0.672  -0.03
13 C -1.278 0.274 1.393  0.17
14 H -1.200 0.340 -0.814  -0.26
15 H -1.917 4.630 3.028  -0.09
16 H -0.712 2.069 -7.650  0.39
17 H 4.088 -3.983 -8.840  0.50
18 C -5.738 -2.126 -0.366  -0.85
19 N 2.620 0.450 -1.641  -0.39
20 H 0.264 2.684 6.803  0.29
21 H 3.105 -2.157 -1.539  0.64
22 H 1.660 2.341 -7.017  0.44
23 O 1.757 5.338 3.836  -0.37
24 H 0.548 2.339 -2.879  0.45
25 H 2.296 2.492 -4.634  0.45
26 O -0.758 -1.308 5.087  -0.65
27 Cl -3.115 1.002 -1.521  -0.39
28 H -1.895 6.971 3.969  0.33
29 H 3.634 -3.495 1.787  0.22
30 C 1.550 -3.054 -0.356  -0.19
31 H -3.540 -4.577 0.449  0.41
32 H -1.679 5.301 1.424  0.28
33 N 1.078 1.551 -0.517  0.11
34 H 3.780 -1.552 -9.116  0.41
35 C 3.940 -5.704 -2.802  -0.20
36 N -3.617 -0.329 2.086  -0.09
37 H -2.453 1.932 -5.901  0.42
38 N 3.320 2.239 -0.027  -0.29
39 H 2.174 6.271 5.641  0.30
40 H 4.001 -7.493 -1.644  0.44
41 C -5.132 -3.361 -0.338  -0.29
42 O -0.261 5.251 4.861  -0.55
43 C -1.472 5.462 2.480  0.45
44 C 0.899 2.282 -6.250  -0.48
45 C -4.142 -1.352 1.225  -0.53
46 C 3.954 -3.352 -7.971  -0.61
47 H 3.478 -1.092 -4.874  0.62
48 H -1.583 7.608 2.363  0.33
49 H 0.790 -3.021 -1.145  0.49
50 O 2.799 -6.191 0.420  -0.49
51 H 3.785 3.060 -0.394  0.26
52 C -0.435 2.127 -6.605  -0.45
53 H -0.898 -1.284 -0.092  0.24
54 C -0.677 -0.132 5.327  0.36
55 C 3.949 -3.913 -6.702  0.33
56 F -7.028 4.176 4.439  -0.24
57 F -4.310 5.152 1.212  -0.42
58 O -3.245 1.530 0.789  -0.48
59 H 4.201 -7.997 -5.893  0.50
60 C -5.240 -1.118 0.422  0.00
61 H 3.434 5.214 4.987  0.25
62 H -2.657 -2.726 1.865  0.62
63 H -6.097 2.671 7.245  0.21
64 Al -5.403 4.274 2.186  0.71
65 C -1.061 2.120 -4.284  -0.43
66 C 4.102 -7.907 -3.751  -0.57
67 H 4.150 -8.980 -3.625  0.41
68 C -0.439 1.918 6.480  -0.57
69 H 3.497 2.000 0.940  0.23
70 O -1.323 0.812 4.600  -0.15
71 F -4.565 3.694 3.565  -0.30
72 C -0.938 2.125 5.063  0.06
73 C 4.055 -5.974 -5.188  0.31
74 C 0.762 0.136 -0.104  -0.76
75 H 3.454 -0.109 -7.134  0.43
76 C 3.781 -1.986 -8.125  -0.55
77 H 2.301 0.879 -2.515  0.15
78 C 0.274 2.278 -3.928  -0.06
79 C 2.362 5.327 5.132  -0.53
80 Al 1.724 -1.746 1.754  -0.06
81 H -6.951 4.032 6.465  0.03
82 H 1.013 -0.762 -2.048  0.66
83 O 4.234 -6.098 -7.529  -0.64
84 H -5.691 -0.127 0.428  0.54
85 H -4.361 0.187 2.548  0.49
86 H -0.158 2.513 4.401  -0.16
87 C 3.821 -3.673 -4.212  0.12
88 C -2.057 6.789 2.907  -1.27
89 C -0.723 -0.205 0.010  0.40
90 H -1.086 -0.518 2.129  0.09
91 C 0.160 0.517 6.407  -0.40
92 C 3.612 -1.726 -5.740  -0.63
93 H 2.146 -4.217 2.585  0.28
94 C 4.129 -7.354 -5.026  -0.64
95 C -1.415 2.049 -5.623  -0.52
96 H -5.526 -4.181 -0.933  0.37
97 H 0.969 -2.924 0.619  0.40
98 H 1.248 0.121 0.891  0.43
99 C 3.601 -1.174 -7.010  -0.50
100 H 1.997 4.495 5.731  0.15
101 C 2.494 -1.817 -0.690  -1.19
102 H 3.109 -1.585 0.205  0.00
103 O 2.203 -4.289 -0.500  -0.21
104 H -1.817 2.053 -3.510  0.39
105 H -0.724 1.170 1.702  0.39
106 H -6.618 -1.954 -0.977  0.42
107 H -1.798 2.789 5.021  0.36
108 C 1.645 -0.601 -1.169  0.71
109 C 2.654 -5.012 0.604  0.85
110 C 0.412 5.330 3.867  0.85
111 C 3.946 -5.146 -4.069  0.23
112 H 3.870 -5.064 -1.936  0.32
113 O 3.734 -2.953 -3.224  -0.67
114 C 4.095 -5.390 -6.556  0.52
115 H -1.280 1.923 7.174  0.31
116 O -0.029 5.445 2.624  -0.39
117 C -4.018 -3.603 0.434  -0.85
118 C -6.844 3.442 7.390  0.18
119 H 0.064 -0.019 7.348  0.35
120 F -6.717 5.305 2.698  -0.26
121 C 3.029 -4.403 1.953  -1.04
122 C 1.254 2.362 -4.911  -0.47

Forces on atoms 1 to 2 (eV/Å):
0.03 -0.08 -0.11
0.00 -0.08 0.02

charge	+1
E	-138297.5381	eV
strongest force on any atom	3.3	eV/A
LUMO energy	-0.291	Eh
gap between HOMO and LUMO	2.0	eV


Record 6
The following is a DFT calculation (ωB97M-V/def2-TZVPD) of a molecular structure, C28H29AgFN7O3S in a non-equilibrium geometry.

Last column: Mulliken charge in e.
Cartesian coordinates (Å):
1 H -0.465 8.085 0.023  0.42
2 H 1.237 0.463 -1.508  0.55
3 H -5.124 2.649 1.369  0.39
4 C -1.875 -7.804 -1.356  -0.62
5 H 3.231 -3.190 3.498  0.24
6 H 3.050 6.592 0.972  0.40
7 H 6.531 -2.296 -0.018  0.39
8 Ag -0.388 -3.479 -0.631  0.26
9 C 0.959 2.551 -1.052  0.52
10 C -0.828 0.963 -1.140  0.13
11 H -4.994 2.389 -1.050  0.49
12 C 0.227 -6.660 -0.811  0.43
13 H 0.258 6.852 1.927  0.40
14 O -4.553 -1.997 -1.138  -0.76
15 H -0.749 -2.034 2.776  0.40
16 N 4.784 -2.440 1.241  -0.09
17 N 3.239 -2.621 -0.409  -0.15
18 H 0.831 -9.865 -1.599  0.31
19 H -1.303 5.789 0.397  0.45
20 C -4.068 2.742 -0.568  -0.95
21 N 0.943 7.172 1.240  -0.05
22 H -1.737 -9.884 -1.750  0.34
23 C 4.501 -2.555 -0.887  -0.46
24 H -3.520 3.236 1.563  0.34
25 H -4.618 0.291 -0.681  0.37
26 N 0.467 4.816 -0.186  0.18
27 C 3.439 -2.479 0.906  0.06
28 C -1.262 3.290 -0.588  -0.01
29 H 5.116 -2.180 2.149  0.22
30 H 0.968 -2.984 4.766  0.39
31 H 2.080 5.614 2.075  0.40
32 S 0.995 -5.330 -0.025  -0.56
33 C 1.115 -2.790 3.710  -0.72
34 H -0.920 5.969 -1.329  0.42
35 O -2.659 -3.153 -0.852  -0.51
36 C -1.247 -0.481 -1.111  1.34
37 H 4.687 -2.559 -1.972  0.35
38 C -1.168 -6.665 -1.070  -0.07
39 H -4.807 4.209 0.847  0.36
40 C 0.547 1.266 -1.238  -1.31
41 C 0.311 -2.274 2.717  -0.27
42 C 0.253 -8.954 -1.476  -0.37
43 N 0.970 -2.221 1.542  0.14
44 H -3.677 3.631 -1.127  0.46
45 N -3.071 1.672 -0.690  0.33
46 C 1.843 5.274 -0.047  -0.75
47 C 0.116 3.568 -0.598  0.23
48 O -0.390 -1.376 -1.248  -0.95
49 H -1.997 4.080 -0.364  -0.06
50 H -2.971 -7.803 -1.357  0.35
51 H 2.155 5.768 -1.000  0.34
52 H 2.550 4.467 0.110  0.47
53 H 0.900 7.549 -0.895  0.40
54 C 2.280 -2.485 1.808  -0.05
55 N 2.378 -2.796 3.150  -0.09
56 H 1.412 8.066 1.526  0.38
57 H -1.725 -5.718 -1.127  0.46
58 C 2.065 6.174 1.153  -0.89
59 C 0.220 7.241 -0.086  -1.01
60 C -4.348 3.226 0.876  -1.18
61 C 0.961 -7.801 -1.197  -0.55
62 H 2.036 -7.823 -1.346  0.34
63 C 5.449 -2.400 0.082  -0.33
64 C -2.678 -0.716 -0.915  -0.33
65 C -1.159 -8.993 -1.586  -0.49
66 C -3.300 -2.055 -0.942  0.17
67 C -0.481 5.911 -0.335  -0.59
68 C -1.715 2.015 -0.866  -0.19
69 C -3.493 0.358 -0.758  0.14
70 F 2.186 2.922 -1.494  -0.35

Forces on atoms 1 to 2 (eV/Å):
-0.33 -0.34 -0.13
-0.15 0.26 0.06

charge	0
E	-63627.3762	eV
strongest force on any atom	3.9	eV/A
LUMO energy	-0.084	Eh
gap between HOMO and LUMO	2.3	eV


E of number 5 (C45H53Al2Cl3F5N4O10)? -138297.5381 eV


Which value of E does entry 4 give? -150196.2788 eV


Which of these has the lowest E? C20H43Cl10NO